# 1
23
Properties=species:S:1:pos:R:3 method="wB97M-V/def2-TZVPD" mol_weight_g_mol=162.3 smiles="C=C[Si@@H]([SiH3])OCCOC" e_lumo_ha=0.0298 energy_ev=-25259.18461 charge=0 e_above_lowest_kcal_mol=99.7
C 1.430 3.938 -0.358
C 0.771 2.737 -0.609
Si 1.280 0.978 0.265
Si 1.861 0.912 2.587
O 0.049 -0.113 0.246
C -0.679 -0.433 -0.887
C -1.776 -1.463 -0.579
O -1.225 -2.651 -1.037
C -1.843 -3.827 -0.678
H 1.074 4.827 -0.895
H 2.294 4.093 0.203
H -0.071 3.021 -1.249
H 2.375 0.777 -0.695
H 3.311 0.553 2.580
H 2.103 2.289 3.182
H 0.976 0.228 3.498
H -1.071 0.491 -1.368
H -0.076 -0.839 -1.693
H -2.751 -1.423 -1.276
H -2.102 -1.376 0.377
H -1.481 -4.595 -1.272
H -2.943 -3.804 -0.626
H -1.507 -4.321 0.284

***

# 2
18
Properties=species:S:1:pos:R:3 method="wB97M-V/def2-TZVPD" mol_weight_g_mol=77.2 e_lumo_ha=-0.1143 energy_ev=-6294.94244 charge=+1 e_above_lowest_kcal_mol=38.6
C 0.225 1.386 2.158
N -0.643 0.425 1.437
H -0.312 2.001 2.851
H 1.051 0.976 2.732
H 0.649 1.994 1.300
H -1.446 0.836 1.006
H -0.904 -0.371 1.984
H -0.035 -0.054 0.448
C -1.035 -0.897 -1.470
N 0.197 -0.873 -0.764
C 1.298 -0.116 -1.508
H -1.590 0.113 -1.495
H -0.905 -1.346 -2.435
H -1.615 -1.571 -0.873
H 0.559 -1.788 -0.506
H 0.996 0.824 -1.873
H 1.717 -0.787 -2.249
H 2.026 0.071 -0.683

***

# 3
55
Properties=species:S:1:pos:R:3 method="wB97M-V/def2-TZVPD" spin_multiplicity=3 mol_weight_g_mol=599.4 e_lumo_ha="-0.4396 / -0.4376" energy_ev=-92402.00188 charge=+3
C -1.153 1.963 4.196
C -1.620 0.548 3.788
C -0.545 -0.268 3.059
N -1.029 -0.809 1.755
C 0.010 -0.874 0.753
C -0.245 -1.871 -0.364
C -0.957 -3.186 -0.017
C -0.065 -4.194 0.592
O 0.763 -4.121 1.403
O -0.299 -5.617 0.075
O -1.014 -1.297 -1.440
S -0.069 -0.485 -2.418
O -0.888 0.376 -3.206
O 0.825 -1.383 -3.071
C 0.859 0.581 -1.260
C 2.362 0.172 -1.199
C 3.248 0.902 -2.190
C 3.485 0.357 -3.568
N 3.748 1.991 -1.750
P 0.849 2.255 -2.027
S 1.913 3.564 -0.931
C 0.274 0.577 0.188
C -0.898 1.557 0.407
C -2.245 1.375 -0.312
C -2.944 2.713 -0.486
F -3.085 0.553 0.432
H -0.093 2.115 4.002
H -1.687 2.724 3.633
H -1.308 2.148 5.252
H -1.893 0.019 4.695
H -2.482 0.639 3.136
H -0.231 -1.108 3.678
H 0.346 0.334 2.901
H -1.385 -1.731 1.960
H 0.943 -1.209 1.228
H 0.729 -2.139 -0.777
H -1.818 -3.052 0.640
H -1.352 -3.599 -0.944
H -0.267 -5.590 -0.895
H 2.532 -0.894 -1.328
H 2.733 0.435 -0.214
H 3.504 -0.728 -3.538
H 2.720 0.671 -4.271
H 4.470 0.675 -3.898
H 4.324 2.477 -2.438
H -0.463 2.702 -2.136
H 1.342 2.180 -3.323
H 1.083 0.951 0.809
H -1.123 1.594 1.467
H -0.565 2.565 0.164
H -2.147 0.942 -1.303
H -3.058 3.227 0.462
H -2.368 3.331 -1.174
H -3.902 2.548 -0.967
Tm 0.137 -7.609 0.768

***

# 4
23
Properties=species:S:1:pos:R:3 method="wB97M-V/def2-TZVPD" mol_weight_g_mol=106.2 e_lumo_ha=-0.1241 energy_ev=-8973.93724 charge=+1 e_above_lowest_kcal_mol=59.4
C -1.117 -0.077 1.701
C -0.689 -0.614 0.431
C -0.416 0.648 -0.596
C 0.276 0.341 -1.994
C -0.076 -0.976 -2.633
N 0.738 -1.238 0.614
H -0.941 -0.662 2.500
H -2.193 -0.011 1.660
H -0.654 0.825 1.786
H -1.390 -1.310 0.044
H -1.480 0.950 -0.760
H -0.286 1.573 -0.100
H -0.150 1.268 -2.551
H 1.279 0.468 -1.866
H 0.089 -0.991 -3.654
H 0.416 -1.779 -2.147
H -1.120 -1.318 -2.513
H 0.605 -2.029 1.303
H 1.123 -0.366 1.026
H 1.004 -1.614 -0.308
H 2.023 2.094 2.019
H 1.329 2.857 3.169
O 1.632 1.960 2.869

***

# 5
48
Properties=species:S:1:pos:R:3 method="wB97M-V/def2-TZVPD" mol_weight_g_mol=382.9 e_lumo_ha=-0.1759 energy_ev=-43301.23309 charge=+1
C 3.729 -1.055 2.415
O 3.014 0.199 2.445
C 1.656 0.193 2.505
C 1.032 1.461 2.649
C -0.326 1.543 2.809
C -1.135 0.379 2.799
C -2.538 0.552 2.964
O -3.347 -0.458 3.106
C -4.733 -0.355 2.722
C -0.520 -0.885 2.602
C 0.847 -0.979 2.446
H 4.775 -0.753 2.398
H 3.518 -1.648 3.316
H 3.481 -1.623 1.508
H 1.667 2.347 2.642
H -0.821 2.502 2.942
H -2.972 1.560 2.993
H -5.143 -1.351 2.878
H -5.249 0.371 3.355
H -4.810 -0.059 1.668
H -1.149 -1.772 2.570
H 1.316 -1.954 2.286
Cl -1.629 5.025 6.030
C -1.218 3.463 6.610
C -0.020 3.267 7.297
C 0.277 1.965 7.708
C -0.580 0.920 7.443
N -1.782 1.131 6.797
C -2.600 0.037 6.570
C -3.932 0.100 6.100
C -4.794 -1.146 6.159
C -6.121 -1.049 5.705
C -6.927 -2.185 5.586
C -6.439 -3.436 5.992
C -5.146 -3.533 6.514
C -4.338 -2.396 6.603
O -4.440 1.130 5.588
C -2.092 2.415 6.380
H 0.639 4.107 7.487
H 1.194 1.750 8.249
H -0.403 -0.113 7.741
H -2.160 -0.911 6.867
H -6.516 -0.073 5.418
H -7.937 -2.092 5.177
H -7.066 -4.326 5.913
H -4.755 -4.493 6.859
H -3.341 -2.476 7.024
H -3.036 2.545 5.879

***

# 6
13
Properties=species:S:1:pos:R:3 method="wB97M-V/def2-TZVPD" mol_weight_g_mol=126.1 smiles=O[C@H]1CC(F)(F)[C@@H]1F e_lumo_ha=0.0249 energy_ev=-14427.60334 charge=0 e_above_lowest_kcal_mol=10.2
O 0.577 1.332 -0.666
C 0.389 -0.070 -0.591
C 0.177 -0.561 0.858
C -1.335 -0.880 0.548
F -1.739 -2.104 0.795
F -2.171 -0.064 1.177
C -1.146 -0.368 -0.982
F -1.284 -1.343 -1.929
H 1.482 1.451 -0.997
H 1.185 -0.497 -1.281
H 0.605 -1.604 1.096
H 0.457 0.098 1.696
H -1.784 0.539 -1.211

***

# 7
42
Properties=species:S:1:pos:R:3 method="wB97M-V/def2-TZVPD" mol_weight_g_mol=365.3 smiles="C[C@H](C/C=N/NC(=O)COc1cc(Cl)ccc1Cl)c1ccccc1" e_lumo_ha=0.0266 energy_ev=-51077.51472 charge=0 e_above_lowest_kcal_mol=65.7
C 4.099 2.537 2.021
C 2.712 2.340 1.412
C 1.966 1.181 2.105
C 0.671 0.959 1.405
N 0.510 -0.117 0.758
N -0.599 -0.372 0.013
C -1.605 0.450 -0.370
O -1.737 1.614 -0.066
C -2.589 -0.236 -1.332
O -2.488 -1.645 -1.391
C -3.228 -2.452 -0.582
C -3.445 -3.728 -1.109
C -4.154 -4.681 -0.406
Cl -4.391 -6.240 -1.097
C -4.682 -4.388 0.843
C -4.463 -3.134 1.375
C -3.737 -2.169 0.689
Cl -3.475 -0.655 1.508
C 2.771 2.070 -0.072
C 3.495 0.999 -0.580
C 3.503 0.732 -1.937
C 2.782 1.530 -2.809
C 2.057 2.599 -2.314
C 2.053 2.865 -0.956
H 4.016 2.786 3.077
H 4.618 3.347 1.514
H 4.697 1.635 1.928
H 2.133 3.257 1.569
H 1.788 1.440 3.151
H 2.559 0.268 2.056
H -0.050 1.772 1.434
H -0.584 -1.305 -0.385
H -2.338 0.111 -2.341
H -3.605 0.098 -1.103
H -3.039 -3.943 -2.084
H -5.244 -5.128 1.388
H -4.851 -2.889 2.351
H 4.054 0.360 0.087
H 4.070 -0.107 -2.315
H 2.785 1.318 -3.868
H 1.488 3.226 -2.985
H 1.476 3.698 -0.579

***

# 8
55
Properties=species:S:1:pos:R:3 method="wB97M-V/def2-TZVPD" spin_multiplicity=3 mol_weight_g_mol=656.9 e_lumo_ha="0.0019 / -0.0055" energy_ev=-114172.84453 charge=0 e_above_lowest_kcal_mol=3.1
Ni 0.907 1.820 0.831
O 3.308 -1.817 4.047
C 4.111 -1.751 2.971
C 5.259 -2.543 2.984
C 6.133 -2.527 1.916
C 5.886 -1.720 0.808
C 4.750 -0.936 0.791
C 3.847 -0.936 1.857
C 2.650 -0.071 1.758
O 2.476 0.629 0.700
N 1.810 -0.080 2.777
N 0.738 0.766 2.537
C -0.133 0.842 3.467
S -1.490 1.948 3.360
C -2.434 1.079 4.641
C -1.452 0.668 5.721
S -0.040 -0.136 4.916
H 2.558 -1.197 3.892
H 5.441 -3.163 3.852
H 7.020 -3.148 1.947
H 6.574 -1.705 -0.026
H 4.528 -0.296 -0.052
H -2.933 0.211 4.210
H -3.181 1.775 5.021
H -1.890 -0.052 6.412
H -1.101 1.535 6.279
Te 1.019 4.311 1.294
C -0.843 4.779 0.384
C -1.977 4.979 1.170
C -3.205 5.268 0.585
C -3.316 5.359 -0.797
C -2.189 5.169 -1.585
C -0.961 4.887 -0.998
H -1.895 4.926 2.248
H -4.073 5.437 1.211
H -4.269 5.591 -1.255
H -2.260 5.251 -2.663
H -0.086 4.745 -1.620
C -3.177 1.651 -1.028
S -1.859 0.775 -0.201
O -0.709 1.757 -0.343
C -1.563 -0.509 -1.394
C -0.859 -0.220 -2.555
C -0.623 -1.240 -3.461
C -1.088 -2.524 -3.202
C -1.779 -2.800 -2.032
C -2.012 -1.789 -1.110
H -2.840 1.886 -2.036
H -3.341 2.568 -0.462
H -4.069 1.026 -1.039
H -0.483 0.781 -2.724
H -0.068 -1.035 -4.367
H -0.896 -3.318 -3.912
H -2.122 -3.805 -1.826
H -2.525 -1.995 -0.179

***

# 9
18
Properties=species:S:1:pos:R:3 method="wB97M-V/def2-TZVPD" mol_weight_g_mol=90.1 e_lumo_ha=-0.1239 energy_ev=-7871.49723 charge=+1 e_above_lowest_kcal_mol=64.4
C 1.443 1.431 -0.673
C 0.476 -1.302 -0.852
C -1.330 -0.585 1.529
C 0.021 0.060 -0.438
N -0.318 0.353 1.005
O -1.098 0.500 -1.111
H 1.687 1.316 -1.656
H 0.807 2.309 -0.422
H 2.266 1.347 0.043
H 0.831 -1.313 -1.858
H 1.279 -1.822 -0.231
H -0.228 -2.109 -0.865
H -0.829 -1.530 1.391
H -1.466 -0.311 2.641
H -2.161 -0.316 0.919
H -0.628 1.314 0.977
H 0.547 0.231 1.649
H -1.300 0.429 -2.049

***

# 10
25
Properties=species:S:1:pos:R:3 method="wB97M-V/def2-TZVPD" mol_weight_g_mol=422.1 e_lumo_ha="-0.3873 / -0.3838" energy_ev=-27578.47142 charge=+2
O -2.069 -5.176 -2.146
C -1.318 -4.273 -2.095
Bi -0.337 -2.469 -1.730
C 1.381 -0.835 -1.419
O 2.280 -0.159 -1.186
C -2.221 -0.615 -1.413
O -2.360 0.529 -1.074
C -0.899 -2.291 0.757
O -1.140 -2.349 1.876
C -0.653 -1.348 -4.155
O -0.592 -0.754 -5.125
H -3.166 -1.173 -1.664
C 1.206 2.625 1.222
C 1.363 1.710 2.460
C 0.837 0.330 2.005
O 0.047 0.542 0.799
C 0.147 1.904 0.359
H 2.185 2.653 0.703
H 0.859 3.625 1.514
H 0.709 2.095 3.264
H 2.406 1.655 2.802
H 1.667 -0.372 1.779
H 0.190 -0.128 2.776
H -0.866 2.320 0.406
H 0.343 1.951 -0.716

***

# 11
132
Properties=species:S:1:pos:R:3 method="wB97M-V/def2-TZVPD" mol_weight_g_mol=760.2 smiles=CCCC#N.CCCC#N.CCCC#N.CCCC#N.CCCC#N.CCCC#N.CCCC#N.CCCC#N.CCCC#N.CCCC#N.CCCC#N e_lumo_ha=-0.0018 energy_ev=-63266.72437 charge=0 e_above_lowest_kcal_mol=8.0
C 0.687 -6.389 -3.782
C -0.654 -5.691 -3.924
C -0.712 -4.287 -3.302
C -0.529 -4.218 -1.843
N -0.404 -4.152 -0.703
H 0.995 -6.447 -2.735
H 1.482 -5.827 -4.277
H 0.623 -7.389 -4.205
H -1.460 -6.247 -3.441
H -0.888 -5.591 -4.984
H -1.704 -3.859 -3.459
H 0.033 -3.625 -3.747
C 5.266 -2.008 2.241
C 5.782 -0.572 2.309
C 6.857 -0.259 1.268
C 7.726 0.864 1.625
N 8.437 1.717 1.909
H 6.058 -2.752 2.311
H 4.735 -2.128 1.291
H 4.516 -2.196 3.007
H 6.203 -0.387 3.302
H 4.933 0.109 2.236
H 6.365 0.011 0.329
H 7.515 -1.107 1.074
C 3.441 4.921 -0.468
C 2.734 3.631 -0.943
C 1.651 3.858 -1.995
C 0.752 4.968 -1.714
N 0.003 5.812 -1.520
H 3.753 5.498 -1.340
H 4.300 4.587 0.109
H 2.747 5.525 0.108
H 2.299 3.139 -0.070
H 3.487 2.969 -1.371
H 0.986 2.987 -2.057
H 2.070 3.916 -3.001
C 3.338 -0.343 5.132
C 3.332 1.145 4.800
C 1.950 1.777 4.586
C 1.063 1.564 5.703
N 0.369 1.357 6.590
H 3.107 -0.979 4.272
H 2.690 -0.621 5.959
H 4.352 -0.691 5.352
H 3.952 1.397 3.938
H 3.816 1.668 5.630
H 1.469 1.417 3.674
H 2.148 2.848 4.483
C 0.692 5.589 3.530
C 0.774 4.978 2.118
C -0.494 4.224 1.740
C -1.773 4.930 1.891
N -2.773 5.481 2.020
H -0.168 6.257 3.586
H 1.599 6.113 3.822
H 0.517 4.778 4.243
H 1.640 4.313 2.140
H 0.960 5.759 1.382
H -0.553 3.287 2.296
H -0.469 3.957 0.682
C 0.960 -7.806 2.019
C 0.621 -6.355 2.392
C 1.575 -5.332 1.785
C 1.269 -3.996 2.342
N 1.019 -2.980 2.817
H 2.013 -8.027 2.186
H 0.761 -7.886 0.947
H 0.310 -8.484 2.563
H 0.708 -6.206 3.472
H -0.419 -6.179 2.124
H 1.561 -5.226 0.698
H 2.625 -5.530 2.019
C 2.080 -0.082 1.026
C 1.311 -0.803 -0.080
C -0.211 -0.679 -0.005
C -0.749 0.681 -0.094
N -1.178 1.741 -0.177
H 1.803 0.975 1.025
H 3.158 -0.165 0.894
H 1.840 -0.514 2.001
H 1.572 -1.860 -0.130
H 1.646 -0.357 -1.022
H -0.617 -1.197 0.860
H -0.619 -1.211 -0.871
C -5.622 0.610 -3.948
C -4.865 1.136 -2.725
C -4.575 0.041 -1.682
C -3.595 -0.929 -2.160
N -2.838 -1.708 -2.530
H -5.596 1.311 -4.777
H -6.662 0.437 -3.670
H -5.180 -0.352 -4.219
H -5.452 1.876 -2.177
H -3.934 1.635 -3.000
H -5.473 -0.574 -1.567
H -4.214 0.440 -0.737
C -0.388 0.704 -3.640
C -1.043 0.201 -4.907
C -2.006 1.211 -5.553
C -1.355 2.522 -5.767
N -0.834 3.527 -5.941
H 0.286 1.547 -3.805
H 0.129 -0.064 -3.064
H -1.182 1.078 -2.984
H -1.653 -0.669 -4.656
H -0.316 -0.119 -5.655
H -2.883 1.374 -4.927
H -2.321 0.882 -6.543
C -3.805 -4.530 3.257
C -2.479 -4.232 2.536
C -2.352 -2.855 1.905
C -3.567 -2.390 1.261
N -4.515 -1.984 0.757
H -4.596 -4.522 2.505
H -3.999 -3.779 4.022
H -3.803 -5.534 3.675
H -2.423 -4.924 1.688
H -1.649 -4.471 3.199
H -1.519 -2.853 1.205
H -2.138 -2.069 2.641
C -4.777 4.897 -0.993
C -3.403 4.422 -1.417
C -3.010 4.787 -2.851
C -3.982 4.396 -3.879
N -4.780 4.109 -4.653
H -4.990 4.537 0.015
H -5.576 4.553 -1.654
H -4.851 5.986 -0.969
H -3.326 3.342 -1.272
H -2.619 4.841 -0.783
H -2.121 4.206 -3.118
H -2.813 5.842 -3.041